## a
DFT (wB97M-V/def2-TZVPD) results for a 3-piece molecular cluster, C4H9NO2 overall.

XYZ file:
```
16
C4H9NO2, DFT wB97M-V/def2-TZVPD
C 2.066 0.115 -0.587
C 1.281 -1.096 -0.615
N 0.032 -0.757 -0.882
C -0.059 0.620 -1.008
C 1.214 1.170 -0.782
H 3.134 0.250 -0.511
H 1.661 -2.107 -0.604
H -0.853 -1.257 -0.737
H -1.047 0.987 -1.244
H 1.472 2.215 -0.784
H -0.419 1.315 1.167
H -0.547 2.385 2.278
O -0.829 1.502 2.015
H -2.584 -2.550 0.804
H -2.273 -1.050 1.080
O -2.247 -1.741 0.408
```

Calculated values
Kohn-Sham gap (alpha / beta), eV: 11.424 / 7.482
LUMO level (alpha / beta), eV: -3.72 / -7.72
2S+1: 2
HOMO level (alpha / beta), eV: -15.14 / -15.20
Net charge: +1

***

## b
DFT (wB97M-V/def2-TZVPD) results for an isolated ion of composition C4H9NO2 and charge +1.

XYZ file:
```
16
C4H9NO2, DFT wB97M-V/def2-TZVPD
C 0.779 1.609 0.316
N 0.328 0.354 0.764
C 1.111 -0.558 1.679
C -0.700 -0.328 0.047
C -0.460 -0.314 -1.572
O -1.739 -0.556 -2.187
O 1.758 2.209 0.624
H -0.035 2.124 -0.268
H 1.842 0.214 1.981
H 0.492 -1.040 2.417
H 1.610 -1.196 0.927
H -1.659 0.190 0.191
H -0.807 -1.348 0.472
H -0.033 0.502 -2.143
H -0.082 -1.334 -1.753
H -2.406 -0.531 -1.493
```

Calculated values
Kohn-Sham gap (alpha / beta), eV: 11.149 / 6.093
LUMO level (alpha / beta), eV: -3.94 / -8.94
2S+1: 2
HOMO level (alpha / beta), eV: -15.09 / -15.03
Net charge: +1

***

Most stable one: a, least stable one: b.

***

## a
DFT (wB97M-V/def2-TZVPD) results for one molecule with the formula C6H9BrO.

XYZ file:
```
17
C6H9BrO, DFT wB97M-V/def2-TZVPD
C 1.182 -0.244 1.210
C 0.229 -1.153 0.419
C 0.021 1.183 -0.462
C 0.714 1.205 0.881
C -0.310 -0.267 -0.729
C -1.542 -0.677 -1.567
O 0.771 0.405 -1.367
Br -0.424 2.015 2.208
H 1.153 -0.299 2.323
H 2.267 -0.311 1.023
H 0.651 -2.089 0.126
H -0.543 -1.394 1.123
H -0.441 2.145 -0.827
H 1.623 1.931 0.948
H -2.023 -1.592 -1.116
H -1.023 -0.951 -2.476
H -2.304 0.092 -1.715
```

Calculated values
Kohn-Sham gap, eV: 10.865
LUMO level, eV: 0.93
HOMO level, eV: -9.93
SMILES string: C[C@]12CC[C@H](Br)[C@H]1O2

***

## b
DFT (wB97M-V/def2-TZVPD) results for a 2-piece molecular cluster, C6H9BrO overall.

XYZ file:
```
17
C6H9BrO, DFT wB97M-V/def2-TZVPD
C -2.274 -1.725 -0.969
C 0.328 1.560 -0.165
C 0.440 0.265 0.023
C -1.880 -0.731 -0.205
C 1.326 2.666 -0.034
C 1.244 -1.772 0.811
O 1.355 -0.616 -0.035
Br -3.066 0.411 0.660
H -3.341 -1.977 -1.070
H -1.392 -2.402 -1.185
H -0.624 1.931 -0.354
H 1.762 2.618 -0.980
H 0.859 3.669 0.082
H 2.000 2.439 0.770
H 2.137 -2.359 0.731
H 0.373 -2.380 0.224
H 0.754 -1.597 1.696
```

Calculated values
Kohn-Sham gap (alpha / beta), eV: 8.294 / 8.296
LUMO level (alpha / beta), eV: 0.14 / 0.14
HOMO level (alpha / beta), eV: -8.16 / -8.16

***

## c
DFT (wB97M-V/def2-TZVPD) results for a 2-piece molecular cluster, C6H9BrO overall.

XYZ file:
```
17
C6H9BrO, DFT wB97M-V/def2-TZVPD
C -0.625 0.239 -0.829
C 1.980 -1.813 -0.525
C 1.823 -1.223 0.847
C 1.636 -0.375 -0.305
C -2.611 1.455 0.126
C -1.080 1.038 0.257
O -0.978 -0.214 -1.873
Br 2.864 0.996 -0.803
H 2.924 -2.163 -0.689
H 1.119 -2.557 -0.766
H 0.847 -1.421 1.432
H 2.662 -0.991 1.544
H -3.293 0.467 -0.072
H -2.795 2.198 -0.719
H -2.936 2.000 1.093
H -1.048 0.401 1.206
H -0.490 1.963 0.076
```

Calculated values
Kohn-Sham gap, eV: 8.406
LUMO level, eV: 0.57
HOMO level, eV: -7.83

***

Most stable one: a, least stable one: b.

***

## a
DFT (wB97M-V/def2-TZVPD) results for an isolated ion of composition C3H7N2S and charge +1.

XYZ file:
```
13
C3H7N2S, DFT wB97M-V/def2-TZVPD
C -0.659 0.561 0.264
C -0.904 -0.737 0.092
C 1.696 0.763 -0.382
N 0.442 1.187 -0.258
N 0.005 -1.629 -0.352
S 2.561 -0.316 0.630
H -1.512 1.085 0.540
H 1.384 -0.640 1.197
H -1.852 -1.135 0.369
H 2.183 1.468 -1.042
H 0.161 2.130 -0.764
H -0.200 -2.567 -0.402
H 0.746 -1.150 -0.743
```

Calculated values
Kohn-Sham gap, eV: 8.238
LUMO level, eV: -4.95
HOMO level, eV: -13.19
Net charge: +1

***

## b
DFT (wB97M-V/def2-TZVPD) results for C3H7N2S as an isolated structure.

XYZ file:
```
13
C3H7N2S, DFT wB97M-V/def2-TZVPD
C -0.965 0.022 -1.388
C -1.964 0.992 -1.220
C 1.384 -0.069 1.671
N 1.299 -1.420 -0.183
N 0.847 -0.513 0.475
S -0.372 -1.289 -1.847
H -2.942 0.770 -1.750
H -2.132 1.086 -0.142
H -1.587 1.996 -1.626
H 1.560 0.997 1.532
H 0.515 -0.068 2.285
H 2.269 -0.632 2.028
H 2.087 -1.873 0.165
```

Calculated values
Kohn-Sham gap, eV: 9.186
LUMO level, eV: -5.11
HOMO level, eV: -14.29
Net charge: +1

***

Most stable one: a, least stable one: b.

***

## a
DFT (wB97M-V/def2-TZVPD) results for C3H10N2O2 as an isolated structure.

XYZ file:
```
17
C3H10N2O2, DFT wB97M-V/def2-TZVPD
C 0.346 -0.973 -0.979
C -0.271 -1.150 1.345
N 0.070 -0.240 0.251
N 1.405 0.531 0.737
O 2.469 -0.137 0.538
H 1.330 -1.455 -0.880
H -0.341 -0.577 2.267
H -1.233 -1.624 1.143
H 0.403 -0.282 -1.819
H -0.422 -1.725 -1.165
H 0.500 -1.914 1.470
C -0.981 1.350 -0.207
O -1.500 1.568 -1.450
H -0.832 1.962 -2.028
H -1.804 1.072 0.440
H -0.425 2.199 0.195
H 1.288 1.394 0.141
```

Calculated values
Kohn-Sham gap, eV: 6.589
LUMO level, eV: 0.25
HOMO level, eV: -6.34

***

## b
DFT (wB97M-V/def2-TZVPD) results for C3H10N2O2 as an isolated structure.

XYZ file:
```
17
C3H10N2O2, DFT wB97M-V/def2-TZVPD
C -0.693 -0.157 0.299
C 2.107 -0.865 0.689
C -1.402 -0.742 -0.898
N 0.167 0.965 0.210
N -0.006 1.770 -0.800
O 1.211 -0.470 -0.310
O -1.900 0.825 0.987
H -1.597 1.106 1.859
H -0.481 -0.795 1.149
H -0.385 1.438 -1.683
H 0.617 2.565 -0.815
H 1.667 -1.596 1.385
H 2.967 -1.336 0.202
H 2.488 -0.019 1.278
H -2.184 -0.064 -1.237
H -0.706 -0.945 -1.709
H -1.872 -1.679 -0.606
```

Calculated values
Kohn-Sham gap (alpha / beta), eV: 9.818 / 9.819
LUMO level (alpha / beta), eV: 0.89 / 0.89
HOMO level (alpha / beta), eV: -8.93 / -8.93

***

Most stable one: b, least stable one: a.

***

## a
DFT (wB97M-V/def2-TZVPD) results for one molecule with the formula C2H3ClFI.

XYZ file:
```
8
C2H3ClFI, DFT wB97M-V/def2-TZVPD
C -0.041 0.113 0.735
C 0.174 -0.210 -0.697
F -1.101 -0.505 -1.240
Cl 0.761 1.509 -1.564
I -0.749 -1.544 1.958
H 0.834 0.593 1.184
H -0.968 0.746 0.762
H 1.089 -0.702 -1.138
```

Calculated values
Kohn-Sham gap, eV: 9.663
LUMO level, eV: -0.36
HOMO level, eV: -10.02
SMILES string: F[C@@H](Cl)CI

***

## b
DFT (wB97M-V/def2-TZVPD) results for a 2-piece molecular cluster, C2H3ClFI overall.

XYZ file:
```
8
C2H3ClFI, DFT wB97M-V/def2-TZVPD
C -0.004 -0.344 -0.705
C 1.015 -0.172 0.459
F 1.957 -1.050 0.346
Cl 1.714 1.460 0.368
I -1.288 -2.034 -0.299
H -0.699 0.600 -0.768
H 0.434 -0.480 -1.639
H 0.071 -0.073 1.860
```

Calculated values
Kohn-Sham gap, eV: 9.788
LUMO level, eV: -0.03
HOMO level, eV: -9.82

***

Most stable one: a, least stable one: b.

***

## a
DFT (wB97M-V/def2-TZVPD) results for a 2-piece molecular cluster, C2H5O overall.

XYZ file:
```
8
C2H5O, DFT wB97M-V/def2-TZVPD
O -0.146 -1.754 -1.714
H 0.224 -1.227 -2.433
C 0.517 0.434 0.254
C -0.487 0.571 1.111
H 1.376 1.090 0.386
H 0.406 -0.295 -0.578
H -0.436 1.057 2.083
H -1.454 0.122 0.891
```

Calculated values
Kohn-Sham gap, eV: 6.902
LUMO level, eV: 4.58
HOMO level, eV: -2.32
Net charge: -1

***

## b
DFT (wB97M-V/def2-TZVPD) results for a 2-piece molecular cluster, C2H5O overall.

XYZ file:
```
8
C2H5O, DFT wB97M-V/def2-TZVPD
O -0.249 -0.064 -2.546
H -0.356 0.411 -1.716
C -0.307 -0.461 1.076
C 0.566 0.296 0.432
H -0.764 -0.065 1.983
H -0.744 -1.316 0.574
H 0.816 1.332 0.631
H 1.039 -0.133 -0.435
```

Calculated values
Kohn-Sham gap, eV: 6.440
LUMO level, eV: 4.43
HOMO level, eV: -2.01
Net charge: -1

***

## c
DFT (wB97M-V/def2-TZVPD) results for an isolated ion of composition C2H5O and charge -1.

XYZ file:
```
8
C2H5O, DFT wB97M-V/def2-TZVPD
C -0.218 0.713 0.256
O -1.138 0.677 1.245
C 0.177 -0.667 -0.265
H 0.748 1.194 0.568
H -0.574 1.304 -0.629
H 1.091 -0.666 -0.865
H -0.540 -1.215 -0.879
H 0.454 -1.340 0.568
```

Calculated values
Kohn-Sham gap, eV: 6.908
LUMO level, eV: 5.05
HOMO level, eV: -1.86
Net charge: -1
SMILES string: CC[O-]

***

Most stable one: c, least stable one: b.